(1)
86
Properties=species:S:1:pos:R:3:forces:R:3 method="wB97M-V/def2-TZVPD" multiplicity=1 energy_ev=-119526.6728 total_charge=-2 e_homo_ha=-0.08508
Ba -0.216413 0.112192 0.976608 -0.150 0.251 0.078
C 3.224522 -0.966359 4.356803 -0.022 -0.159 -0.055
O 3.978532 -1.863960 3.544405 0.018 0.232 -0.103
C 3.380581 -2.716151 2.638541 0.080 -0.065 -0.004
C 4.137600 -3.823064 2.324069 -0.010 -0.016 0.021
C 3.688558 -4.770988 1.402361 0.011 0.004 -0.018
C 2.448569 -4.589609 0.833259 -0.003 0.022 -0.001
C 1.652970 -3.465838 1.111599 0.077 -0.203 -0.082
C 0.313090 -3.501414 0.527523 -0.088 -0.138 0.011
N -0.561946 -2.574331 0.542148 0.146 0.261 0.165
N -1.800594 -2.900164 0.020058 0.034 -0.124 -0.113
C -2.728207 -2.041653 0.397880 -0.362 -0.072 0.157
O -2.628868 -1.039656 1.165119 0.402 -0.010 -0.064
C -4.112625 -2.350158 -0.127578 0.095 0.018 -0.158
C -5.182093 -1.580353 0.314908 0.007 0.018 -0.026
C -6.464199 -1.811932 -0.165156 -0.003 0.011 0.006
C -6.690023 -2.812988 -1.098984 0.002 -0.009 -0.006
C -5.623224 -3.581537 -1.551360 -0.009 0.007 0.008
C -4.343889 -3.351173 -1.069246 0.006 -0.011 0.029
C 2.125479 -2.445286 1.992690 -0.037 0.143 0.324
O 1.487187 -1.360466 2.248560 -0.029 -0.043 -0.247
H 3.930717 -0.621129 5.113930 -0.027 -0.011 0.005
H 2.835495 -0.121163 3.794855 0.003 0.009 -0.059
H 2.390167 -1.474402 4.843571 -0.031 -0.031 -0.015
H 5.094124 -3.935569 2.822502 -0.004 0.006 0.005
H 4.292272 -5.637907 1.164901 0.003 -0.001 -0.001
H 2.054426 -5.336563 0.150758 -0.015 0.004 -0.001
H 0.027728 -4.466803 0.091787 -0.037 0.039 -0.036
H -4.977210 -0.786846 1.020806 0.000 0.002 0.006
H -7.286941 -1.196492 0.180091 0.003 0.003 0.000
H -7.688980 -2.986091 -1.483039 0.001 -0.002 -0.001
H -5.789671 -4.356322 -2.291268 0.000 0.000 0.001
H -3.500161 -3.933919 -1.412388 0.003 -0.002 -0.004
I -4.406007 2.451113 -0.074075 -0.014 0.007 0.004
C -3.655652 1.702568 -1.866266 -0.014 -0.018 -0.005
C -4.477098 1.646377 -2.992280 -0.012 -0.002 0.011
C -4.016908 1.151631 -4.185354 0.014 -0.011 -0.009
I -5.334317 1.120095 -5.818052 -0.004 0.003 -0.005
C -2.689454 0.668278 -4.302306 -0.009 0.004 -0.005
C -2.120198 0.135920 -5.480111 -0.021 0.002 -0.001
C -0.829632 -0.310764 -5.472652 0.021 -0.005 0.011
C -0.090001 -0.232842 -4.278028 -0.012 -0.001 -0.021
N -0.581455 0.256462 -3.168197 -0.010 0.011 0.006
C -1.855037 0.711920 -3.155161 0.028 -0.009 0.035
C -2.323897 1.252473 -1.871251 0.225 -0.110 -0.033
O -1.544909 1.290329 -0.884106 -0.132 0.028 0.014
H -5.496613 2.000218 -2.913108 0.003 0.003 0.002
H -2.718250 0.084008 -6.381128 0.000 -0.001 0.003
H -0.376987 -0.723611 -6.365739 0.002 -0.004 0.002
H 0.937303 -0.584547 -4.236558 0.000 0.002 0.000
F -0.479930 3.772626 7.379945 0.001 0.010 0.012
C 0.014909 3.552338 6.146946 0.030 0.000 -0.016
C -0.664632 2.758715 5.243307 0.035 -0.019 0.004
F -1.835327 2.208020 5.595381 -0.005 0.001 0.010
C -0.133499 2.539685 3.987146 -0.175 0.031 -0.044
F -0.876369 1.769337 3.153865 0.082 0.062 0.171
C 1.071937 3.084536 3.535359 0.094 0.048 0.031
S 1.704317 2.832453 1.949315 0.002 -0.198 -0.076
C 1.721880 3.882347 4.492538 -0.028 -0.008 0.005
F 2.890685 4.469686 4.192938 0.012 0.001 -0.011
C 1.218296 4.114129 5.756582 -0.032 -0.024 -0.002
F 1.893271 4.889808 6.626008 -0.006 -0.003 0.002
C 4.438222 0.163380 0.690058 0.028 -0.018 -0.045
O 4.186103 -0.305966 -0.652606 -0.062 0.033 0.059
P 2.636986 -0.181240 -1.147817 -0.191 0.113 0.008
O 2.571840 1.308173 -1.762947 0.075 0.040 -0.038
C 3.535603 1.807607 -2.683195 -0.013 -0.018 -0.016
O 2.804055 -1.033414 -2.531444 0.044 -0.058 0.086
C 2.599523 -2.443957 -2.382838 -0.004 0.016 -0.022
H 5.477396 0.486860 0.718969 0.004 0.004 -0.003
H 4.285517 -0.644714 1.401533 -0.009 -0.011 0.017
H 3.796716 1.006871 0.957941 0.004 -0.017 -0.009
H 3.906746 2.759995 -2.303344 -0.003 0.009 -0.001
H 3.052052 1.962678 -3.648905 0.006 -0.007 0.000
H 4.372163 1.118901 -2.803793 0.003 0.005 0.006
H 2.763524 -2.891310 -3.361555 -0.010 -0.007 0.000
H 1.579683 -2.651144 -2.050729 -0.002 -0.011 0.004
H 3.300987 -2.871532 -1.663535 0.006 -0.006 -0.003
S 1.134826 6.047844 -0.291692 0.026 -0.015 0.017
C 1.167150 4.780410 -1.441724 0.000 0.005 -0.021
C 0.079941 3.982712 -1.280282 0.070 -0.011 0.075
N -0.774000 4.359290 -0.277339 -0.201 0.010 0.053
C -0.343153 5.416075 0.324202 0.119 0.002 -0.049
H 1.974611 4.668621 -2.145502 0.005 -0.001 0.004
H -0.127775 3.078294 -1.833099 -0.006 -0.015 -0.010
H -0.832118 5.870346 1.173972 -0.024 0.023 -0.030


(2)
78
Properties=species:S:1:pos:R:3:forces:R:3 method="wB97M-V/def2-TZVPD" multiplicity=1 energy_ev=-90635.7956 total_charge=-2 e_homo_ha=-0.04114
K 0.654914 0.348359 0.472886 0.409 -0.799 -0.077
C -4.020180 4.290420 -1.975371 0.040 0.045 -0.053
O -2.618631 4.513598 -2.051426 -0.335 -0.196 -0.121
C -2.164699 5.762000 -1.826247 -0.005 0.022 0.052
C -2.953296 6.897295 -1.913957 -0.009 0.238 -0.003
C -2.392818 8.164348 -1.746420 0.025 -0.082 0.010
C -1.040203 8.284280 -1.480531 0.025 -0.013 0.003
C -0.258112 7.139995 -1.339997 0.043 0.092 -0.002
C -0.796608 5.867424 -1.492556 0.182 0.017 0.142
N 0.000699 4.732977 -1.357205 -0.066 0.087 -0.257
C -0.408714 3.528503 -0.737849 -0.125 -0.014 0.086
N -1.304514 3.713642 0.258153 0.055 -0.321 0.101
C -2.093428 2.729524 0.957753 0.161 -0.040 -0.173
C -1.645065 1.429360 1.194737 -0.615 0.383 0.418
C -2.578924 0.644908 1.910877 -0.097 0.069 -0.002
C -3.809261 1.105755 2.363801 0.093 0.092 -0.083
C -4.195990 2.427591 2.118187 0.072 -0.127 0.008
C -3.322978 3.232156 1.406244 -0.046 -0.190 0.005
O -3.593316 4.555495 1.078792 -0.261 0.406 0.243
C -4.689335 5.175501 1.713718 0.163 -0.112 -0.054
N 0.034354 2.382023 -1.089297 0.277 0.012 0.032
C 1.139150 2.128228 -1.892854 0.081 0.223 -0.201
C 1.058987 1.171675 -2.910836 -0.048 0.108 -0.020
C 2.184151 0.763590 -3.617900 -0.080 -0.028 -0.018
C 3.430467 1.280065 -3.310200 0.019 0.027 0.043
C 3.551448 2.216671 -2.288283 0.024 -0.072 -0.106
C 2.426769 2.635836 -1.592521 -0.081 -0.189 -0.190
O 2.495717 3.535846 -0.565275 0.167 0.220 0.282
C 3.778925 3.727383 0.025032 -0.157 0.004 0.013
H -4.156033 3.213827 -2.006192 0.048 -0.041 -0.003
H -4.543075 4.749282 -2.819574 0.024 -0.011 -0.068
H -4.422827 4.675631 -1.035466 0.078 -0.025 -0.097
H -4.009196 6.801872 -2.137136 0.094 -0.007 0.014
H -3.020234 9.044696 -1.825718 0.027 -0.038 -0.008
H -0.589421 9.263106 -1.354516 -0.026 -0.080 -0.001
H 0.796825 7.226057 -1.091090 -0.115 -0.006 -0.007
H 1.000594 4.859738 -1.354786 0.051 0.041 -0.009
H -1.653608 4.652577 0.348077 0.015 0.004 0.035
H -2.326266 -0.393743 2.137601 -0.037 0.091 -0.007
H -4.482495 0.455153 2.915533 0.013 -0.008 0.002
H -5.151653 2.791497 2.470966 -0.003 0.046 -0.008
H -4.665516 6.224445 1.424061 0.037 0.038 -0.022
H -4.620616 5.097427 2.802407 0.028 -0.022 0.020
H -5.644586 4.745635 1.397352 -0.031 -0.073 -0.036
H 0.088861 0.733992 -3.119773 0.043 -0.014 0.078
H 2.083177 0.014199 -4.394451 -0.023 0.004 0.044
H 4.317266 0.939335 -3.832886 -0.063 0.023 0.023
H 4.530949 2.599568 -2.026032 -0.111 -0.052 -0.028
H 3.615365 4.297864 0.934956 -0.053 0.014 0.017
H 4.444165 4.286719 -0.635969 0.013 0.045 -0.060
H 4.240867 2.773896 0.285233 -0.036 -0.020 -0.004
F 3.169094 -4.964239 -4.715702 0.249 -0.155 -0.174
C 2.211047 -4.347335 -4.005520 -0.090 0.039 0.042
C 2.531180 -3.428501 -3.030053 -0.089 0.097 0.145
F 3.820153 -3.148448 -2.795424 0.236 0.074 0.069
C 1.530083 -2.812262 -2.307233 -0.155 -0.018 -0.096
F 1.890080 -1.929332 -1.376483 0.452 0.319 0.354
C 0.161486 -3.039277 -2.498663 -0.036 -0.087 -0.199
S -1.050713 -2.212667 -1.597494 -0.023 0.034 0.019
C -0.103097 -3.977881 -3.508471 0.066 0.067 0.126
F -1.367302 -4.292989 -3.812190 -0.329 -0.096 -0.081
C 0.879982 -4.617622 -4.233802 -0.099 0.033 0.004
F 0.550366 -5.512568 -5.183686 -0.071 -0.139 -0.151
C 1.721207 -0.534982 3.260488 0.205 0.082 0.066
C 2.987140 -0.085258 2.981336 -0.050 0.055 0.091
C 4.086431 -0.959755 2.593663 -0.035 0.254 0.001
C 5.341520 -0.486386 2.345782 -0.061 0.111 0.007
C 5.666588 0.894816 2.448961 0.223 0.025 -0.043
C 4.616863 1.771528 2.817386 -0.039 -0.081 0.022
C 3.348711 1.326332 3.057056 -0.001 -0.148 -0.035
C 6.984357 1.380203 2.210952 -0.427 -0.177 0.084
N 8.055728 1.782963 2.023346 0.001 0.008 -0.006
H 0.949970 0.153279 3.600200 0.081 -0.081 -0.087
H 1.482490 -1.594283 3.261116 0.048 0.082 -0.073
H 3.882771 -2.020718 2.502777 0.020 -0.006 -0.016
H 6.125093 -1.177268 2.058153 0.020 -0.053 -0.012
H 4.840559 2.829518 2.913476 -0.028 0.015 0.003
H 2.573158 2.032914 3.340976 0.050 -0.025 -0.013


(3)
75
Properties=species:S:1:pos:R:3:forces:R:3 method="wB97M-V/def2-TZVPD" multiplicity=1 energy_ev=-64442.7004 total_charge=+1 e_homo_ha=-0.33702
Hf -0.799895 -0.821805 -1.243991 1.756 -1.539 1.224
C 3.084105 1.451495 -2.580391 -0.146 0.672 -0.401
C 2.398905 2.497195 -3.188191 0.054 -0.343 0.195
C 0.999005 2.519495 -3.197291 -0.248 -0.558 0.321
C 0.264005 1.490695 -2.595291 0.738 -0.038 0.083
N 1.011905 0.411395 -1.968091 -2.457 2.645 -1.237
C 2.356005 0.439995 -1.988591 -1.200 -0.360 0.254
C -1.350895 1.628695 -2.671291 0.090 0.273 2.236
C -2.112595 2.619195 -3.246691 -0.796 1.687 0.208
C -3.536195 2.516795 -3.182891 0.494 -0.603 0.462
C -4.200195 1.428295 -2.546391 -0.726 1.385 -0.881
C -3.430095 0.448695 -1.977391 1.499 -0.484 0.200
N -2.137695 0.694795 -2.124591 1.986 -0.965 3.436
C -3.802595 -0.861905 -1.212191 0.030 -0.576 0.257
C -5.155595 -1.160905 -1.033991 0.582 -0.165 0.109
C -5.530295 -2.324005 -0.354791 0.257 -0.085 0.053
C -4.561095 -3.187305 0.145809 -0.494 0.314 -0.158
C -3.229495 -2.870405 -0.042691 0.589 0.636 -0.370
N -2.815295 -1.765705 -0.687891 -2.171 2.373 -1.515
H 4.168105 1.426995 -2.569191 -0.161 -0.048 0.020
H 2.954305 3.303895 -3.660191 -0.148 -0.125 0.071
H 0.511505 3.355995 -3.683591 -0.111 -0.151 0.084
H 2.843805 -0.398405 -1.501091 -0.161 -0.001 -0.034
H -1.673695 3.472995 -3.745691 -0.097 0.012 -0.053
H -4.137295 3.301895 -3.638991 0.190 -0.223 0.117
H -5.281595 1.399195 -2.526391 -0.010 0.112 -0.092
H -5.933395 -0.507905 -1.412591 0.189 0.030 -0.024
H -6.583495 -2.555105 -0.217091 0.175 0.069 -0.046
H -4.839995 -4.092205 0.674309 0.101 0.121 -0.075
H -2.436995 -3.512305 0.329409 -0.016 0.074 -0.077
C 3.425205 4.478795 4.542409 0.168 0.328 0.011
O 4.228005 3.478795 3.928909 -0.437 -0.056 0.165
C 3.951005 2.185995 4.280209 0.207 -0.099 -0.152
C 4.428705 1.218295 3.394909 -0.105 -0.766 -0.001
C 4.200205 -0.138405 3.637309 0.157 0.909 -0.018
C 3.487805 -0.546605 4.768009 1.286 0.960 -2.799
C 3.044005 0.425095 5.672809 -0.208 -0.416 -0.256
C 3.269005 1.785495 5.430209 0.056 -0.256 -0.122
N 3.240505 -1.920905 4.987209 -0.785 1.133 4.026
N 2.027405 -2.226105 4.846809 0.656 -3.953 -0.762
C 1.631805 -2.302905 3.484109 -0.637 1.734 -0.764
C 2.211005 -3.243005 2.624109 -0.088 0.893 0.752
C 1.858305 -3.273005 1.269309 -0.344 0.003 -0.750
C 0.922905 -2.380005 0.727609 2.883 -2.633 1.751
O 0.556205 -2.319205 -0.484691 0.079 0.252 -0.391
C 0.356505 -1.497905 1.593909 0.039 0.205 1.767
N -0.500595 -0.728805 0.952909 -2.128 2.820 2.082
C -1.148895 0.192895 1.690909 -0.104 -0.379 0.604
C -0.966795 0.371295 3.054109 0.811 -0.853 0.548
C -0.049795 -0.450205 3.703109 -0.203 0.382 -0.102
C 0.655205 -1.424905 2.969009 -0.480 0.184 -0.086
H 3.625305 5.426495 4.033109 0.113 -0.291 0.011
H 3.696905 4.603395 5.595409 -0.166 -0.054 -0.038
H 2.356905 4.261695 4.433409 0.110 -0.119 0.126
H 4.955405 1.518495 2.492709 -0.068 0.101 0.212
H 4.542705 -0.879405 2.918809 -0.032 0.108 0.166
H 2.501805 0.115195 6.561809 0.110 0.029 -0.085
H 2.900905 2.503295 6.154209 0.061 -0.040 -0.117
H 2.950705 -3.942405 2.997809 -0.078 0.121 0.087
H 2.324805 -3.999505 0.607309 -0.068 0.077 0.138
H -1.846795 0.804795 1.129609 0.092 -0.088 0.665
H -1.521695 1.129395 3.590609 0.002 -0.064 -0.063
H 0.118805 -0.336405 4.768309 0.097 -0.052 -0.034
S 0.069505 -2.861905 -2.650791 -0.199 -0.794 -0.801
C -0.627395 -1.960505 -3.883191 0.649 -1.773 -0.414
C -0.626095 -2.373705 -5.204191 -0.688 0.828 -1.895
C -1.233095 -1.547605 -6.146291 0.644 -0.934 0.302
C -1.809295 -0.354705 -5.725591 0.035 0.333 0.842
C -1.748595 -0.046305 -4.374191 -0.848 -0.420 -1.867
N -1.166295 -0.829905 -3.442391 -0.425 -0.068 -2.904
H -0.166295 -3.311205 -5.493591 -0.046 0.115 0.180
H -1.251895 -1.837505 -7.190091 -0.032 0.021 0.009
H -2.290695 0.315395 -6.424991 -0.020 0.025 0.116
H -2.180195 0.869695 -3.986691 -0.231 -1.700 -2.316
H -1.446395 0.698795 -0.186391 0.371 0.111 -2.193